{"formula": "C41H54BrF7IN3O20PS", "method": "wB97M-V/def2-TZVPD", "molar_mass_g_mol": 1311.72, "total_charge": 1, "homo_lumo_gap_ev": 6.3, "homo_ev": -10.30, "spin_multiplicity": 1, "symbols": ["C", "C", "C", "C", "C", "C", "C", "C", "C", "C", "C", "C", "C", "C", "O", "C", "C", "C", "F", "C", "I", "C", "C", "C", "Br", "C", "S", "P", "N", "N", "O", "C", "N", "H", "H", "H", "H", "H", "H", "H", "H", "H", "H", "H", "H", "H", "H", "H", "H", "H", "H", "H", "H", "H", "H", "H", "H", "H", "H", "H", "H", "H", "H", "H", "H", "H", "H", "H", "H", "C", "C", "O", "C", "O", "O", "F", "H", "H", "H", "C", "C", "O", "C", "O", "O", "F", "H", "H", "H", "C", "C", "O", "C", "O", "O", "F", "H", "H", "H", "C", "C", "O", "C", "O", "O", "F", "H", "H", "H", "C", "C", "O", "C", "O", "O", "F", "H", "H", "H", "C", "C", "O", "C", "O", "O", "F", "H", "H", "H"], "xyz": [[-0.9816, 4.4485, -2.3578], [-1.3325, 3.0337, -2.2448], [-0.4144, 1.8857, -1.5774], [0.9680, 2.1660, -2.3177], [2.0229, 3.2286, -1.8317], [1.8912, 4.4107, -0.8645], [3.0373, 5.3751, -0.4341], [4.4535, 5.1533, -1.0137], [5.7381, 6.0316, -0.6302], [4.6237, 4.0015, -2.0327], [3.4737, 3.0700, -2.4400], [-0.9935, 0.4418, -2.1534], [-2.5744, 0.2374, -2.3352], [-3.5978, 0.9077, -1.3454], [-4.6485, 0.3053, -0.9634], [-0.5052, -0.1338, -3.5621], [-0.5313, 0.7308, -4.8751], [-0.8210, -0.2752, -6.1231], [-1.4035, 1.8422, -5.0226], [-0.4863, -0.6391, -1.0123], [1.6366, -1.2650, -0.9200], [-1.1567, -2.0897, -0.9181], [-0.7989, -3.1181, -2.0984], [-0.1043, -4.4625, -1.4932], [-2.4757, -3.7365, -3.0102], [-0.5773, 0.1876, 0.4392], [1.0705, -0.1915, 1.3036], [-2.0084, -0.4317, 1.4893], [-1.6799, -1.7530, 2.3811], [-0.4797, 1.7150, -0.0557], [0.7691, 1.9501, 0.5068], [-1.3755, 2.5382, 0.8034], [-1.3585, 4.0097, 0.7138], [-1.3560, 5.2049, -1.5864], [-0.2745, 4.7798, -3.2056], [-2.3411, 2.8194, -2.7693], [0.6769, 2.5571, -3.3719], [1.5913, 1.2244, -2.5718], [0.8665, 4.6155, -0.4192], [2.8142, 6.2206, 0.2969], [5.9256, 6.9120, -1.3245], [5.5848, 6.3449, 0.4707], [6.6286, 5.2964, -0.6032], [5.6652, 3.8579, -2.4909], [3.6653, 2.2319, -3.2052], [-2.8434, 0.6968, -3.3685], [-2.9116, -0.8553, -2.4679], [-3.5466, 2.0125, -1.0665], [-1.1964, -1.0413, -3.7740], [0.5460, -0.6197, -3.5506], [0.5449, 1.1083, -5.0745], [-0.8722, 0.3393, -7.0987], [-1.7325, -0.9361, -5.9564], [0.1113, -0.9576, -6.1580], [-0.7409, -2.5821, 0.0408], [-2.3102, -2.0785, -0.8437], [-0.0896, -2.7308, -2.8947], [1.0338, -4.2696, -1.5082], [-0.2934, -5.3147, -2.2231], [-0.4146, -4.6742, -0.4182], [0.7515, 0.0061, 2.6609], [-3.1770, -0.8449, 0.7322], [-2.3964, 0.5481, 2.4914], [-0.7162, -2.0420, 2.1717], [0.8362, 2.8091, 0.9748], [-2.5019, 2.2809, 0.7650], [-1.0857, 2.3101, 1.9024], [-0.6685, 4.4545, 1.3319], [-2.2884, 4.4412, 0.8666], [1.6426, -3.0153, 4.8013], [2.8331, -3.9200, 4.8406], [2.6634, -4.7276, 3.6936], [1.9811, -3.9566, 2.8037], [1.8891, -4.1998, 1.6355], [1.4204, -2.8684, 3.4049], [2.8040, -4.7155, 5.9365], [0.7583, -3.4614, 5.2650], [1.8362, -2.0504, 5.2722], [3.7945, -3.4009, 4.7855], [-3.8652, -0.2650, -9.1416], [-3.3645, -0.7537, -10.4638], [-2.0965, -1.2936, -10.1490], [-2.1926, -1.7179, -8.8587], [-1.4144, -2.4654, -8.3373], [-3.2868, -1.1947, -8.2355], [-3.1932, 0.2735, -11.3287], [-3.5121, 0.7424, -8.9033], [-4.9541, -0.2792, -9.0771], [-3.9883, -1.5252, -10.9241], [-4.2598, 7.3866, -0.4050], [-5.7094, 7.0201, -0.4274], [-5.7082, 5.6754, 0.0130], [-4.6273, 5.5615, 0.8294], [-4.4541, 4.6506, 1.5972], [-3.7675, 6.6078, 0.6787], [-6.2011, 7.0610, -1.6863], [-3.7385, 7.1018, -1.3233], [-4.1015, 8.4511, -0.2279], [-6.3368, 7.6230, 0.2351], [2.8023, -6.8821, 8.7515], [4.0595, -6.2985, 9.3133], [4.5438, -7.3243, 10.1541], [4.1002, -8.4888, 9.5995], [4.5290, -9.5689, 9.8739], [3.1114, -8.2666, 8.6870], [3.7933, -5.2077, 10.0732], [1.9388, -6.7331, 9.4060], [2.5652, -6.4866, 7.7629], [4.8154, -6.0507, 8.5623], [4.6581, 2.8359, 4.3114], [4.1424, 1.7685, 3.4000], [2.8568, 2.2406, 3.0485], [2.9393, 3.5970, 3.1090], [2.1328, 4.3385, 2.6208], [4.0467, 4.0065, 3.7825], [4.0050, 0.5906, 4.0559], [4.3391, 2.6962, 5.3481], [5.7456, 2.9151, 4.2871], [4.7401, 1.6212, 2.4959], [-2.5136, -5.9279, 1.6520], [-2.1104, -5.3741, 2.9809], [-1.5494, -6.4898, 3.6418], [-1.0417, -7.2790, 2.6522], [-0.2632, -8.1664, 2.8343], [-1.5262, -6.9245, 1.4268], [-3.1911, -4.9584, 3.6821], [-3.5027, -6.3941, 1.6720], [-2.4976, -5.1733, 0.8637], [-1.3714, -4.5689, 2.9271]], "forces_ev_per_angstrom": [[1.0226, -1.5153, -0.5476], [-0.8996, 1.1914, 0.9983], [-1.3608, -0.3957, -5.9006], [1.8075, 0.4304, -0.8701], [4.3114, 2.5315, 1.0829], [1.9800, -0.4367, -0.9516], [1.0078, -2.9772, -2.6616], [-2.5697, -1.6348, -1.0775], [-0.8079, -1.4833, 0.9945], [-2.8147, 0.3003, 1.0840], [-0.6169, 2.1968, 2.1523], [0.7015, -2.1158, 0.7824], [-1.2635, 0.9365, -0.3307], [-3.5530, -1.6244, 0.5282], [4.1017, 1.8765, -1.3616], [-0.0202, -0.8079, -0.4129], [1.4643, -1.2263, -2.4852], [1.0522, 0.4479, 0.7357], [0.4204, -0.9302, 1.0407], [-0.4624, 0.0646, 1.3088], [0.6915, -1.0415, -4.7888], [-0.3589, -0.5712, 0.0597], [0.9511, -1.1711, 0.8779], [0.6970, 0.8933, -0.8392], [0.6329, 0.6409, 0.2473], [1.0165, -1.7107, -1.6990], [-2.6349, -0.5853, 4.4030], [-0.6530, -2.8394, 3.0785], [0.7790, 1.4968, -1.6788], [0.7588, 0.8836, 1.5972], [1.3405, 2.7072, -1.0435], [-3.5279, 2.0567, 3.3043], [0.5229, -0.4486, -0.2580], [-1.0031, -0.6638, -2.2525], [0.3437, -0.4664, 2.5491], [0.8106, 0.0633, 2.6275], [0.0871, -0.7105, 1.7997], [-1.2068, 1.3171, 0.8896], [1.4302, -0.2301, -0.6330], [0.3581, -1.4079, -1.1392], [-0.3035, -1.2134, 0.9755], [0.3207, -0.0646, -1.8728], [-1.2621, 1.3896, -0.3065], [-1.8138, 0.1272, 0.7224], [-0.2622, 1.4458, 1.3730], [0.4279, -0.4628, 1.6421], [0.8794, 1.5727, 0.4687], [0.4230, -1.1688, -0.4124], [0.9991, 1.5375, 0.5191], [-1.5686, 1.1294, 0.2222], [-1.8393, -0.1416, 0.4526], [0.0061, -1.0757, 1.6123], [1.0863, 1.0538, -0.3048], [-1.5693, 0.9413, -0.1918], [-0.8148, 0.9618, -1.4602], [1.8687, 0.2558, 0.0248], [-1.2388, -0.3020, 0.9972], [-1.7589, -0.3436, 0.2574], [0.1300, 0.9793, 1.2820], [0.2348, 0.1078, -1.5787], [-0.5921, 0.4186, -0.8377], [0.7837, 1.4124, -0.0150], [-0.0089, -0.0031, -1.3794], [-0.2981, -0.1314, 0.4498], [-0.2143, 0.1916, -0.5680], [1.9990, -0.1922, -0.5498], [-0.1568, -0.4092, -2.0184], [-0.5527, -0.3607, -0.2426], [0.8388, -0.7097, -0.0516], [-0.4992, 0.7545, 0.5879], [0.1164, -0.5758, 0.4330], [-0.1051, 0.8064, -0.2582], [-0.1895, -0.4505, -1.3690], [-0.1075, 0.3093, 0.9072], [0.3550, -0.4643, -0.2981], [0.1807, -0.0209, 0.0739], [0.1923, -0.1518, 0.0258], [-0.0446, -0.0077, -0.2423], [0.0110, -0.1584, 0.1303], [-0.8112, 0.4356, 0.4498], [0.2257, 0.4367, -0.6408], [-0.5221, -0.2623, 0.5287], [1.1503, -1.0604, 0.8084], [-0.7832, 0.8552, -0.4328], [0.4573, -0.2786, -0.3628], [-0.0361, -0.0627, -0.1423], [0.0808, -0.0545, -0.2467], [0.1353, -0.1506, 0.1425], [0.0727, 0.1230, -0.1169], [0.6204, 0.8598, -0.2572], [-0.5458, 0.0585, -0.7319], [0.6040, 0.2478, 0.7049], [0.0060, -1.0503, 0.8398], [0.1960, 0.8167, -0.9886], [-0.4193, -0.6801, 0.1890], [-0.1114, 0.0131, 0.0762], [-0.2535, -0.0545, -0.0289], [0.0797, -0.1796, 0.1818], [-0.0731, -0.0661, -0.1490], [-0.7740, 0.1283, -0.6801], [0.0555, 0.3734, 0.5710], [-0.1412, -0.0817, -0.6949], [0.3621, -1.7486, 0.3601], [-0.4208, 0.9927, -0.2095], [0.5160, 0.0851, 0.3725], [0.1364, 0.2096, -0.0099], [0.2106, 0.1321, 0.1191], [0.0580, -0.2478, 0.0242], [-0.0132, 0.1400, 0.1320], [0.8390, 0.2393, 0.5854], [-0.0091, -0.6946, 0.1869], [0.3151, 0.5286, -0.1930], [-0.5669, 1.1474, -0.1677], [0.3034, -0.7243, 0.2729], [-0.7575, -0.2925, -0.5797], [-0.0469, -0.1723, -0.1283], [-0.0808, -0.1809, -0.1431], [-0.1512, 0.1995, -0.0881], [-0.0904, -0.1623, 0.0624], [-0.3713, 0.1959, -0.8780], [-0.5088, 0.2561, 0.6003], [0.2877, 0.1359, -0.6511], [1.0317, -1.4714, 0.0533], [-0.7325, 0.7961, -0.1600], [0.2244, 0.0191, 0.5865], [0.0651, 0.1610, 0.1119], [0.0409, 0.1192, 0.2278], [0.1369, -0.1585, -0.0082], [-0.1797, 0.1012, 0.0916]], "mulliken_charge": [-1.08, -0.70, 1.79, -0.79, 0.40, 0.15, -0.84, 0.56, -1.08, -0.80, -0.75, 2.74, -0.43, -0.31, -0.56, -1.73, 0.46, -1.39, -0.37, -3.15, -0.18, 0.09, -0.08, -0.88, -0.13, -0.01, 0.19, 0.66, -0.56, 2.14, -0.10, -1.68, 0.23, 0.14, 0.30, 0.25, 0.56, 0.17, 0.16, 0.29, 0.27, 0.29, 0.33, 0.28, 0.28, 0.72, 0.10, 0.18, 0.07, 0.62, 0.26, 0.34, 0.36, 0.28, -0.54, 0.69, 0.52, 0.19, 0.49, 0.13, 0.22, 0.07, 0.16, -0.10, -0.11, 0.56, 0.43, 0.22, -0.05, -0.45, 0.23, -0.30, 0.52, -0.49, -0.11, -0.23, 0.28, 0.30, 0.25, -0.39, 0.26, -0.30, 0.66, -0.51, -0.25, -0.29, 0.27, 0.27, 0.31, -0.38, 0.28, -0.28, 0.75, -0.56, -0.30, -0.29, 0.25, 0.29, 0.31, -0.19, 0.34, -0.32, 0.62, -0.49, -0.31, -0.29, 0.28, 0.08, 0.30, -0.51, 0.33, -0.13, 0.46, -0.49, -0.33, -0.29, 0.30, 0.31, 0.30, -0.26, 0.91, -0.36, 0.63, -0.51, -0.33, -0.32, 0.30, 0.08, -0.14]}